{
  "formula": "C46H123N9O14",
  "method": "the ωB97M-V functional and the def2-TZVPD basis",
  "e_homo_ev": -8.24,
  "homo_lumo_gap_ev": 8.819,
  "e_above_lowest_ev": 2.822,
  "elements": ["C", "O", "C", "C", "C", "N", "H", "H", "H", "H", "H", "H", "H", "H", "H", "H", "H", "C", "O", "C", "C", "C", "N", "H", "H", "H", "H", "H", "H", "H", "H", "H", "H", "H", "C", "O", "C", "C", "C", "N", "H", "H", "H", "H", "H", "H", "H", "H", "H", "H", "H", "C", "O", "C", "C", "C", "N", "H", "H", "H", "H", "H", "H", "H", "H", "H", "H", "H", "C", "O", "C", "C", "C", "N", "H", "H", "H", "H", "H", "H", "H", "H", "H", "H", "H", "C", "O", "C", "C", "C", "N", "H", "H", "H", "H", "H", "H", "H", "H", "H", "H", "H", "C", "O", "C", "C", "N", "C", "C", "O", "C", "H", "H", "H", "H", "H", "H", "H", "H", "H", "H", "H", "H", "H", "H", "H", "C", "O", "C", "C", "N", "C", "C", "O", "C", "H", "H", "H", "H", "H", "H", "H", "H", "H", "H", "H", "H", "H", "H", "H", "C", "O", "C", "C", "N", "C", "C", "O", "C", "H", "H", "H", "H", "H", "H", "H", "H", "H", "H", "H", "H", "H", "H", "H", "C", "C", "O", "H", "H", "H", "H", "H", "H", "C", "C", "O", "H", "H", "H", "H", "H", "H"],
  "coordinates": [[-0.559, -3.998, 2.368], [-0.251, -5.369, 2.312], [0.172, -5.920, 3.548], [0.595, -7.386, 3.617], [-0.749, -8.187, 3.598], [1.379, -7.712, 4.803], [-0.632, -3.649, 1.338], [0.106, -3.344, 2.932], [-1.534, -3.876, 2.839], [1.045, -5.321, 3.809], [-0.586, -5.746, 4.311], [1.215, -7.549, 2.735], [-1.365, -7.815, 2.780], [-1.368, -7.994, 4.474], [-0.667, -9.272, 3.655], [2.259, -7.217, 4.805], [1.570, -8.699, 4.709], [-6.780, 0.553, 1.602], [-6.176, -0.714, 1.762], [-6.186, -1.174, 3.125], [-5.967, -2.658, 3.219], [-4.675, -3.233, 2.466], [-7.031, -3.374, 2.586], [-6.834, 0.825, 0.548], [-6.290, 1.343, 2.172], [-7.835, 0.501, 1.874], [-5.342, -0.704, 3.628], [-7.146, -0.895, 3.559], [-6.040, -2.964, 4.263], [-4.876, -3.251, 1.395], [-4.427, -4.252, 2.763], [-3.819, -2.600, 2.700], [-7.815, -3.101, 3.162], [-7.185, -2.963, 1.676], [-0.494, -3.169, 5.842], [0.397, -2.097, 5.721], [1.660, -2.383, 6.423], [2.592, -1.219, 6.022], [2.597, -1.140, 4.508], [3.933, -1.325, 6.454], [-0.025, -4.151, 5.909], [-1.282, -3.101, 5.092], [-0.806, -3.051, 6.880], [1.420, -2.577, 7.468], [1.982, -3.368, 6.086], [2.183, -0.305, 6.454], [1.614, -0.909, 4.098], [2.947, -2.087, 4.099], [3.339, -0.373, 4.287], [4.544, -1.565, 5.686], [3.985, -2.134, 7.056], [-4.902, 4.299, 2.201], [-4.923, 4.611, 0.836], [-4.410, 3.608, -0.030], [-4.295, 4.052, -1.451], [-3.337, 5.249, -1.679], [-5.600, 4.485, -1.982], [-3.905, 4.316, 2.640], [-5.313, 3.301, 2.348], [-5.397, 5.076, 2.783], [-3.390, 3.408, 0.298], [-5.040, 2.719, -0.009], [-3.889, 3.221, -2.027], [-3.198, 5.352, -2.755], [-2.316, 5.026, -1.368], [-3.686, 6.181, -1.235], [-6.167, 3.769, -1.552], [-5.869, 5.266, -1.400], [-0.498, -0.383, -6.168], [0.660, 0.441, -6.028], [1.286, 0.780, -7.284], [0.472, 1.851, -8.006], [1.149, 2.298, -9.291], [0.385, 3.029, -7.133], [-1.340, 0.175, -6.578], [-0.792, -0.768, -5.192], [-0.281, -1.262, -6.775], [2.290, 1.104, -7.009], [1.328, -0.032, -8.010], [-0.514, 1.465, -8.266], [1.992, 2.947, -9.052], [0.402, 2.831, -9.880], [1.384, 1.386, -9.840], [1.269, 3.461, -6.903], [0.048, 2.709, -6.236], [3.841, 1.146, -2.976], [3.898, 2.032, -4.109], [2.715, 2.871, -4.304], [2.962, 4.209, -5.093], [1.807, 5.219, -5.059], [3.247, 3.989, -6.510], [2.942, 0.547, -3.119], [3.766, 1.794, -2.103], [4.716, 0.550, -2.717], [1.965, 2.287, -4.838], [2.265, 3.172, -3.358], [3.840, 4.687, -4.659], [0.849, 4.782, -5.341], [1.932, 6.058, -5.743], [1.729, 5.656, -4.064], [3.586, 4.908, -6.757], [4.097, 3.445, -6.537], [10.089, 1.883, 4.024], [9.165, 1.597, 2.992], [9.450, 0.347, 2.391], [8.421, 0.089, 1.274], [7.016, 0.102, 1.739], [6.127, 0.289, 0.608], [4.693, 0.556, 1.104], [4.638, 1.889, 1.656], [3.362, 2.239, 2.196], [9.783, 1.340, 4.919], [9.986, 2.878, 4.458], [11.148, 1.832, 3.773], [9.357, -0.473, 3.103], [10.432, 0.367, 1.917], [8.555, -0.928, 0.906], [8.682, 0.683, 0.398], [6.928, 0.926, 2.315], [6.225, -0.592, -0.027], [6.410, 1.131, -0.023], [4.476, -0.257, 1.798], [3.964, 0.452, 0.301], [2.661, 1.919, 1.425], [3.297, 3.311, 2.380], [3.063, 1.719, 3.106], [-1.294, -0.288, 3.279], [-2.387, 0.643, 3.015], [-2.777, 0.707, 1.603], [-1.687, 1.040, 0.516], [-1.106, -0.160, -0.003], [0.049, 0.134, -0.856], [-0.270, 0.829, -2.229], [-0.740, 2.182, -2.159], [-1.151, 2.688, -3.430], [-1.047, -0.478, 4.323], [-0.387, -0.038, 2.728], [-1.694, -1.256, 2.978], [-3.474, 1.541, 1.519], [-3.292, -0.214, 1.328], [-0.932, 1.574, 1.092], [-2.141, 1.654, -0.262], [-1.806, -0.665, -0.527], [0.480, -0.857, -0.999], [0.788, 0.700, -0.288], [-1.018, 0.156, -2.648], [0.569, 0.735, -2.919], [-1.658, 1.976, -4.081], [-0.287, 3.002, -4.017], [-1.796, 3.556, -3.295], [-5.130, 1.311, -3.922], [-4.824, 0.106, -3.289], [-4.777, 0.113, -1.886], [-4.614, -1.320, -1.320], [-3.228, -1.733, -1.397], [-3.024, -3.176, -1.167], [-1.571, -3.511, -1.369], [-1.351, -3.375, -2.755], [0.002, -3.282, -3.173], [-4.566, 2.189, -3.607], [-6.188, 1.536, -3.790], [-5.070, 1.234, -5.007], [-5.675, 0.547, -1.446], [-3.982, 0.826, -1.668], [-5.309, -2.005, -1.807], [-5.018, -1.254, -0.310], [-2.906, -1.529, -2.332], [-3.631, -3.809, -1.814], [-3.271, -3.487, -0.152], [-1.371, -4.565, -1.177], [-0.931, -2.860, -0.773], [0.488, -4.227, -2.934], [0.506, -2.488, -2.622], [0.031, -3.049, -4.238], [3.073, -3.139, 0.668], [3.628, -3.099, -0.729], [3.079, -1.951, -1.403], [3.747, -2.644, 1.368], [2.897, -4.171, 0.972], [2.143, -2.573, 0.728], [3.432, -4.016, -1.284], [4.708, -2.986, -0.637], [3.144, -2.047, -2.357], [-1.344, 4.450, 2.349], [0.115, 4.860, 2.447], [0.844, 3.901, 3.143], [-1.878, 4.461, 3.299], [-1.537, 3.461, 1.933], [-1.829, 5.227, 1.757], [0.206, 5.833, 2.931], [0.553, 4.870, 1.449], [1.012, 4.258, 4.018]],
  "mulliken_charge": [0.523, -0.451, -0.518, 0.529, -1.349, -0.727, -0.465, -0.018, 0.243, 0.182, 0.152, 0.293, 0.260, 0.375, 0.402, 0.244, 0.273, -1.052, -0.185, -0.754, -0.021, -0.650, -0.792, 0.165, 0.397, 0.452, 0.195, 0.563, 0.564, 0.068, 0.564, -0.155, 0.300, 0.308, -0.740, -0.066, -1.007, 0.403, -0.984, -0.734, 0.299, 0.072, 0.486, 0.399, 0.453, 0.283, -0.034, 0.286, 0.418, 0.272, 0.275, 0.196, -0.511, 0.716, 2.682, -2.045, -0.761, -0.211, -0.203, 0.375, -0.559, 0.175, -1.717, 0.495, 0.325, 0.372, 0.342, 0.391, -0.453, 0.034, -0.798, 0.391, -1.551, -0.563, 0.256, -0.200, 0.382, 0.093, 0.571, 0.335, 0.290, 0.370, 0.400, 0.301, 0.100, -0.449, -0.537, 0.617, -0.082, -1.378, -0.561, 0.039, 0.354, 0.374, -0.575, 0.285, 0.439, 0.260, 0.417, 0.390, 0.255, 0.235, -0.820, -0.307, -0.518, -0.818, -0.323, -1.121, 0.432, -0.461, -0.062, 0.331, 0.276, 0.298, 0.329, 0.429, 0.361, 0.366, 0.341, 0.466, 0.433, -0.032, 0.115, -0.093, 0.233, 0.156, -0.079, -0.597, 0.451, -0.934, 1.656, -0.346, 0.648, 0.007, 0.203, 0.496, -0.118, -0.200, -0.765, 0.585, 0.646, -0.277, -0.777, -0.395, 0.119, -0.200, 0.114, 0.209, -0.519, -0.097, -0.595, -0.466, 0.340, -0.215, 0.112, -0.648, -0.098, -0.521, -0.272, 0.155, 0.324, 0.297, 0.677, -0.908, 0.663, -0.218, -0.027, 0.567, 0.019, 0.917, -0.533, 0.410, -0.140, 0.209, -0.553, -0.543, -0.242, 0.195, 0.355, -0.001, 0.437, 0.234, 0.169, -1.165, -0.700, -0.372, 0.402, 0.500, 0.360, 0.496, 0.207, 0.232]
}